Below is a structure of composition C28H47NO2P2Yb in a non-equilibrium geometry, with properties calculated with wB97M-V/def2-TZVPD.

## Properties
- electronic energy (eV) = -85480.6011
- orbital gap (spin up / spin down) (eV) = 6.807 / 2.285
- max |F| (eV Å⁻¹) = 7.85
- HOMO level (spin up / spin down) (Ha) = -0.3488 / -0.3487
- <S²> = 0.76

```
! RIJCOSX wB97M-V def2-TZVPD def2/J DEFGRID3
* xyz 1 2
Yb -0.21 1.04 2.79
P -0.76 -0.20 -4.87
P -0.49 2.49 -6.28
O -1.55 -1.60 5.76
O -2.48 -3.76 1.83
N -1.90 -2.31 3.57
C 0.57 -1.45 -4.65
C -0.81 -0.28 -6.76
C -3.10 -4.33 4.09
C 2.23 -0.03 -0.29
C 1.57 2.41 3.23
C -0.55 3.83 3.50
C 0.42 2.80 3.96
C -1.30 3.82 -7.25
C -2.06 -2.37 4.91
C 2.31 3.22 2.21
C -0.42 -1.55 -0.66
C -2.27 -1.23 -4.61
C 2.24 -2.22 1.09
C 0.08 1.74 4.85
C 1.14 2.52 -7.13
C -2.94 -3.53 5.35
C -0.26 -1.85 0.80
C 1.14 -0.58 5.36
C 2.56 -1.48 -0.26
C 1.04 0.71 4.64
C -0.22 -0.06 -1.05
C 1.09 0.57 -0.65
C 3.26 0.48 3.38
C -1.18 1.08 -7.35
C 1.95 1.13 3.65
C 0.82 -2.15 1.53
C -2.47 -3.46 3.01
C -1.29 1.49 5.32
H -1.47 -1.82 -0.90
H -0.88 4.77 -6.92
H 1.71 -1.30 4.76
H -2.58 -5.29 4.18
H -2.21 -2.14 -5.22
H -1.11 3.69 -8.32
H 1.65 -0.46 6.33
H -0.11 4.44 2.70
H -3.14 -0.64 -4.92
H 1.63 3.46 -6.85
H -2.37 -1.48 -3.54
H 3.23 -0.58 3.66
H 1.00 2.49 -8.22
H -1.62 2.30 5.98
H 3.66 -1.54 -0.40
H 1.75 1.67 -6.81
H -1.36 0.54 5.86
H 3.05 0.60 0.07
H 2.54 -3.28 1.00
H 0.69 -1.70 -3.59
H -4.15 -4.54 3.86
H 1.10 1.67 -0.77
H -1.09 0.52 -0.65
H -1.56 -1.04 -7.03
H 2.09 -2.05 -1.08
H 2.95 3.95 2.72
H 4.05 0.97 3.97
H -1.49 3.36 3.14
H 3.52 0.55 2.32
H 2.96 2.58 1.62
H -1.22 -1.80 1.34
H -0.77 1.19 -8.36
H 1.51 -1.02 -5.02
H -2.45 -4.09 6.16
H 2.91 -1.82 1.86
H -0.33 0.05 -2.15
H -2.04 1.44 4.48
H 0.14 -1.00 5.56
H -3.89 -3.14 5.73
H 0.21 -2.20 -1.28
H -2.27 1.22 -7.39
H -0.82 4.48 4.34
H 0.35 -2.36 -5.23
H 1.64 3.77 1.54
H -2.37 3.80 -7.06
H 0.64 -2.44 2.58
H 0.18 -0.64 -7.10
*
```

Below is a structure of composition C28H48Br12F12FeO8 in a non-equilibrium geometry, with properties calculated with wB97M-V/def2-TZVPD.

## Properties
- electronic energy (eV) = -953702.7881
- orbital gap (eV) = 4.555
- max |F| (eV Å⁻¹) = 3.97
- relative energy (zero: lowest compared OMol25 entry of this formula, charge and spin) (kJ/mol) = 0.0
- HOMO level (Ha) = -0.0667
- <S²> = 6.01

```
! RIJCOSX wB97M-V def2-TZVPD def2/J DEFGRID3
* xyz -2 5
Br 5.08 -6.31 25.50
Br 5.63 -11.12 20.43
Br 5.09 -7.89 28.62
Br -1.81 -3.81 23.25
Br 8.46 -8.75 27.09
Br 6.85 -6.73 21.40
Br 6.32 -3.76 23.03
Br -3.14 -9.75 28.83
Br -4.41 -10.33 24.38
Br -4.06 -6.75 23.89
Br 9.84 -10.91 24.84
Br 1.98 -4.46 21.59
Fe 3.39 -11.62 21.89
F 1.83 -7.37 18.74
F 1.31 -8.84 25.34
F 5.81 -14.32 20.27
F 4.90 -16.24 20.83
F -6.06 -13.84 18.87
F 2.86 -7.98 24.04
F 4.36 -15.25 18.99
F 3.37 -8.80 18.39
F 1.17 -8.92 23.20
F -4.68 -14.70 17.45
F 3.16 -7.80 20.38
F -3.97 -13.94 19.37
O 4.01 -13.67 22.23
O 0.84 -10.15 18.78
O -3.72 -12.27 16.63
O 2.07 -11.38 23.58
O 4.01 -10.42 23.49
O 2.11 -10.54 20.47
O -3.99 -11.33 18.61
O 2.88 -13.25 20.45
C 4.74 -13.73 24.48
C 4.30 -14.58 23.28
C 2.53 -8.37 19.35
C 7.93 -10.99 25.26
C -0.41 -10.38 16.81
C 4.66 -15.04 20.27
C 6.70 -9.53 20.84
C 7.36 -9.67 25.74
C -0.01 -9.39 17.89
C 3.50 -7.67 27.50
C -2.24 -6.37 24.52
C -3.29 -9.59 26.85
C -1.32 -5.65 23.56
C -4.02 -10.78 26.27
C 2.05 -9.03 24.22
C -4.54 -12.30 17.68
C 0.92 -11.93 24.21
C 3.61 -4.62 22.64
C 5.79 -8.35 21.09
C -4.26 -9.72 20.32
C 3.53 -14.28 21.01
C 2.87 -10.35 24.21
C 3.51 -6.39 26.67
C -4.91 -10.88 19.56
C -4.81 -13.69 18.33
C 1.57 -9.47 19.82
C 0.61 -13.18 23.37
C 4.66 -3.75 21.96
H -5.54 -11.89 17.39
H 3.84 -5.67 22.83
H 1.48 -13.82 23.54
H 2.77 -15.03 21.27
H 5.02 -4.19 21.04
H -0.31 -5.62 23.97
H -0.84 -11.33 17.13
H 5.14 -8.57 21.94
H -1.13 -6.16 22.62
H -4.96 -10.97 26.79
H 3.43 -15.13 23.65
H -1.83 -7.37 24.72
H 5.29 -8.15 20.15
H 0.07 -11.24 24.17
H -0.25 -13.74 23.73
H 4.37 -2.72 21.78
H -5.26 -11.61 20.30
H 7.38 -9.35 20.01
H 7.19 -9.09 24.83
H 3.46 -4.27 23.66
H -4.96 -9.18 20.97
H 1.15 -12.26 25.23
H 3.00 -10.66 25.26
H -3.38 -9.95 20.93
H 5.37 -12.89 24.20
H 0.46 -12.89 22.33
H -2.26 -9.55 26.53
H -1.05 -9.78 16.16
H 6.37 -9.73 26.19
H 3.56 -5.51 27.30
H -3.43 -11.68 26.41
H -0.87 -9.02 18.45
H 5.14 -15.25 23.13
H -3.86 -8.69 26.62
H 7.42 -11.46 24.43
H 0.77 -9.05 20.46
H -5.78 -10.33 19.16
H 3.44 -8.57 26.90
H -3.88 -8.99 19.59
H 7.40 -9.74 21.64
H 4.01 -13.46 25.24
H -2.29 -5.86 25.48
H 2.60 -6.27 26.09
H 2.69 -7.65 28.23
H 5.45 -14.34 25.06
H 0.53 -8.56 17.44
H 0.43 -10.61 16.15
H 7.90 -11.70 26.09
*
```

Below is a structure of composition C28H48Cl2P2Y in a non-equilibrium geometry, with properties calculated with wB97M-V/def2-TZVPD.

## Properties
- electronic energy (eV) = -74485.0843
- orbital gap (eV) = 4.144
- max |F| (eV Å⁻¹) = 2.02
- HOMO level (Ha) = -0.0648

```
! RIJCOSX wB97M-V def2-TZVPD def2/J DEFGRID3
* xyz -1 1
Y -0.19 0.04 2.97
Cl -2.26 -0.50 1.71
Cl 2.19 0.14 2.16
P -0.19 -1.45 5.38
P 0.03 -0.64 -1.09
C -1.37 5.53 3.77
C -0.54 1.88 4.28
C -3.04 2.31 -3.28
C 1.09 -3.20 -1.46
C -2.66 1.00 -3.98
C 3.20 1.95 -2.08
C -0.11 -2.33 -1.87
C -1.45 -3.00 -1.52
C 0.83 -2.53 4.29
C -1.33 0.42 -3.46
C 0.06 3.49 2.47
C -1.40 0.25 -1.94
C -3.00 2.19 -1.75
C -1.68 1.59 -1.25
C 3.30 0.07 -3.78
C -0.34 -5.30 -1.69
C 1.78 1.50 -1.69
C 1.21 -0.56 6.19
C -0.57 3.19 3.75
C 1.88 -0.37 -3.38
C 0.99 -4.62 -2.03
C 3.56 1.55 -3.51
C -1.25 4.29 4.39
C -0.80 5.77 2.50
C 1.61 -0.01 -1.92
C -0.09 4.74 1.87
C -1.54 -4.43 -2.08
C -0.64 -2.62 6.70
H -1.68 4.10 5.38
H 0.79 0.21 6.85
H 3.47 -0.16 -4.84
H -1.92 6.32 4.27
H -0.78 1.82 5.36
H -0.38 -5.49 -0.61
H 1.43 -3.16 4.97
H -0.09 -2.16 -2.96
H -0.85 2.29 -1.44
H 1.15 0.12 -4.04
H 1.59 1.75 -0.63
H 0.69 2.72 2.00
H 2.97 2.16 -4.21
H 4.62 1.78 -3.70
H -0.41 -6.27 -2.20
H -2.25 -0.42 -1.72
H -3.45 0.26 -3.80
H 1.83 -5.22 -1.65
H 1.79 -1.29 6.78
H -0.91 6.75 2.03
H 1.50 -1.96 3.62
H 1.78 -1.45 -3.55
H 1.05 2.06 -2.30
H 4.02 -0.53 -3.20
H -1.12 -0.54 -3.96
H -2.47 -4.89 -1.74
H -2.59 1.15 -5.06
H 3.29 3.04 -1.95
H -4.04 2.62 -3.60
H 2.03 -2.74 -1.80
H -2.29 -2.41 -1.91
H 0.26 -3.12 7.09
H -2.34 3.10 -3.60
H -1.34 -3.37 6.31
H -1.57 -3.02 -0.42
H -0.51 1.11 -3.71
H -1.73 1.44 -0.16
H -1.13 -2.08 7.52
H -3.82 1.55 -1.42
H 1.10 -4.58 -3.13
H -1.59 -4.36 -3.18
H 0.36 4.93 0.89
H 0.18 -3.19 3.69
H 1.14 -3.25 -0.37
H -3.15 3.18 -1.29
H 3.91 1.48 -1.38
H 1.85 -0.07 5.45
H 2.36 -0.53 -1.30
*
```